ORCA calculation (wB97M-V/def2-TZVPD) on a molecular structure, C34H41BF3N8O3S5Sr.

XYZ file:
```
96
Properties=species:S:1:pos:R:3:forces:R:3:lowdin_charge:R:1
Sr -0.07558 0.99939 -0.53277 -0.54 -0.52 1.26 1.030
S 1.36749 3.21037 -3.51869 0.06 0.06 -0.44 0.624
S 0.46825 1.79905 2.40955 -0.04 0.07 -0.15 0.635
S -2.55739 2.21313 -1.47669 -0.23 0.30 0.18 0.573
S 1.25239 -1.79865 0.17116 0.27 0.04 -0.03 0.655
S -2.13877 -0.87118 0.98636 -0.12 0.03 -0.22 0.653
F -5.06629 1.99329 -3.35341 0.15 0.08 -0.17 0.107
F -4.61960 2.17807 -5.45802 0.02 -0.03 0.01 0.094
F -3.75213 3.57053 -4.06462 -0.02 -0.14 0.02 0.125
O 0.08917 3.11168 -4.16591 0.01 0.02 0.00 -0.287
O 1.97289 4.50972 -3.40828 -0.02 0.00 0.01 -0.301
O 2.28975 0.63041 -1.12052 0.49 -0.37 0.18 -0.190
N 1.36438 2.44234 -2.08949 0.09 0.37 -0.19 -0.140
N -1.15764 -0.63412 3.49548 -0.16 0.00 -0.22 0.015
N 2.99718 0.77573 2.77147 -0.21 -0.02 -0.06 0.010
N 1.40045 -0.67253 3.14200 -0.11 -0.04 -0.05 0.034
N -2.91558 0.63061 3.17158 0.01 -0.28 0.00 0.004
N -0.34231 -3.98271 0.66544 0.21 0.14 0.06 -0.002
N -1.18582 0.35715 -2.74383 0.08 -0.02 0.11 -0.083
N -0.03072 -2.69307 2.41155 0.03 -0.01 -0.42 0.023
C -2.90035 1.34227 -4.07101 0.06 0.03 0.12 -0.137
C 2.18418 1.39165 -2.08738 0.24 0.12 -0.48 -0.605
C -5.02291 1.75141 3.70526 0.03 0.01 -0.01 -0.054
C -4.06544 2.27541 -4.21824 -0.22 0.07 0.06 -0.597
C -2.19992 1.24469 -2.83544 -0.16 0.10 -0.32 -0.741
C -3.41796 2.70999 2.02467 0.06 -0.06 -0.01 -0.033
C 1.63902 0.59700 2.76238 -0.01 0.28 0.04 -0.658
C -2.50008 0.58637 -5.14593 -0.05 0.01 -0.09 -0.014
C 2.87957 1.15178 -3.39033 0.07 -0.06 -0.06 -0.135
C 3.58671 -0.41800 3.13143 0.14 -0.26 0.12 -0.051
C -1.05632 -3.44611 -1.61440 0.00 -0.03 0.02 -0.051
C -1.38961 0.06643 4.65137 -0.07 0.08 0.18 -0.090
C -4.80220 0.68894 1.49757 0.04 0.03 0.07 -0.083
C 2.51641 2.09493 -4.32642 -0.12 0.02 0.28 -0.196
C 2.59995 -1.29942 3.36126 0.18 -0.03 0.01 -0.078
C 5.24119 1.75972 2.72813 -0.03 0.04 0.00 -0.062
C -0.39809 -4.49910 -0.72156 0.02 -0.05 -0.17 -0.550
C -2.08494 -0.27446 2.57226 0.11 0.04 0.00 -0.693
C 3.51101 2.61742 1.18639 0.01 -0.08 0.02 -0.041
C 3.32902 3.03379 3.67663 0.03 -0.05 -0.07 -0.048
C -0.81543 -0.36343 -3.78975 0.03 -0.15 -0.26 -0.160
C 3.85408 1.01310 -5.95410 -0.01 0.03 0.01 -0.080
C 2.99014 2.05016 -5.62062 -0.05 0.11 -0.07 -0.036
C -4.02507 1.42746 2.58770 -0.16 0.15 -0.06 -0.540
C -1.05157 -4.52473 1.71860 -0.11 -0.06 0.27 -0.057
C 3.74525 2.04472 2.58491 0.08 0.19 -0.03 -0.544
C 0.28384 -2.84351 1.09650 -0.24 0.10 0.07 -0.711
C -0.85198 -3.73040 2.78387 -0.05 -0.12 0.01 -0.072
C 4.22064 0.05426 -5.01343 0.01 -0.01 0.02 -0.076
C -1.42675 -0.28834 -5.02133 0.04 -0.07 -0.07 -0.067
C -1.25445 -5.76558 -0.75014 -0.03 0.06 -0.03 -0.063
C -2.46051 0.85161 4.46168 0.08 0.00 0.11 -0.067
C 3.73229 0.11283 -3.71483 0.02 0.00 0.01 0.000
C 1.00608 -4.86734 -1.20606 -0.09 0.02 0.05 -0.049
B 0.10677 -1.49894 3.38347 0.10 -0.14 0.26 -0.611
H -2.91808 1.55037 5.13029 -0.05 0.03 0.04 0.106
H 4.24371 0.94352 -6.96163 -0.01 0.02 -0.02 0.099
H -2.71261 2.45955 1.23238 0.00 0.03 0.02 0.018
H 1.43736 -5.63398 -0.56044 0.02 -0.03 0.03 0.086
H 5.49402 1.37508 3.71699 0.00 -0.01 0.01 0.081
H 3.70768 1.85739 0.43035 0.00 0.00 0.00 0.079
H 3.56319 2.63100 4.66325 0.01 -0.03 0.04 0.086
H 0.94429 -5.26451 -2.22019 -0.02 0.00 -0.03 0.083
H -2.04933 -3.20289 -1.23258 -0.02 0.00 -0.03 0.085
H 3.87194 3.96984 3.54489 0.05 0.03 -0.01 0.085
H -2.28467 -5.56348 -0.45678 -0.02 0.00 0.01 0.085
H -0.84462 -6.55088 -0.11402 0.02 -0.02 0.01 0.083
H -1.62610 -5.42565 1.63328 0.00 0.03 0.03 0.103
H 2.49145 2.96714 1.06334 -0.04 0.00 -0.01 0.041
H -1.27018 -6.13671 -1.77377 0.02 0.00 -0.03 0.086
H 0.01761 -1.03702 -3.62040 0.07 -0.06 -0.03 0.111
H -4.19393 3.34322 1.59539 -0.05 0.03 -0.01 0.093
H 5.77434 2.69950 2.59130 0.00 0.02 -0.01 0.086
H -5.36530 0.83701 4.19200 -0.01 0.00 0.03 0.092
H -1.08429 -0.88699 -5.85209 0.01 -0.02 -0.02 0.094
H -5.88299 2.24584 3.25956 -0.05 0.02 -0.03 0.083
H -1.23407 -3.80120 3.78380 -0.04 -0.03 0.09 0.118
H -2.89381 3.26062 2.80756 0.02 0.03 0.01 0.087
H 5.58891 1.06237 1.96559 0.03 -0.02 -0.01 0.089
H 0.23426 -2.00660 4.48243 0.07 0.03 0.01 0.121
H -5.67519 1.29376 1.25003 -0.05 0.04 0.03 0.084
H -5.14158 -0.28478 1.85241 0.03 -0.05 -0.03 0.086
H -0.46692 -2.53270 -1.62962 -0.01 -0.02 -0.02 0.017
H -4.62234 2.42720 4.45827 0.05 0.03 0.03 0.068
H -1.14645 -3.83322 -2.63056 -0.02 -0.01 -0.03 0.088
H -0.75370 -0.04324 5.50954 0.03 -0.01 0.06 0.120
H 3.98979 -0.62735 -2.97007 0.01 -0.03 0.04 0.122
H -3.02079 0.68155 -6.09028 0.01 -0.01 0.04 0.117
H -4.21147 0.55967 0.60015 -0.01 -0.04 -0.05 0.003
H 2.69197 2.79174 -6.34917 0.00 0.00 -0.03 0.118
H 2.26358 3.23532 3.61806 -0.04 0.03 0.02 0.026
H 2.64358 -2.33296 3.64625 0.01 -0.09 0.00 0.124
H 1.65390 -3.99835 -1.20094 0.08 0.08 -0.01 0.026
H 4.88793 -0.74710 -5.30390 0.00 -0.01 0.01 0.099
H 4.18828 3.45719 1.02921 0.03 0.05 0.01 0.089
H 4.64796 -0.55505 3.18465 -0.01 -0.01 0.00 0.105
```
Forces are in eV/Å.

Summary:
Net charge: -1
Frontier orbital gap (eV): 7.04
Total energy (eV): -117839.7681


ORCA calculation (wB97M-V/def2-TZVPD) on a gas-phase ion, C2H8N5 (charge +1).

XYZ file:
```
15
Properties=species:S:1:pos:R:3:forces:R:3:nbo_charge:R:1
N -0.78552 -0.97536 -0.12240 0.15 -0.64 2.06 -0.257
N -2.47791 0.59976 -0.37527 0.22 -0.29 -1.58 -0.597
N 2.72504 0.03966 -0.40540 3.17 -1.23 2.09 -0.795
N 0.59122 -0.90913 0.30035 0.06 -2.60 1.68 -0.481
N -1.58212 0.06853 0.44931 -0.83 1.30 1.05 -0.084
C 1.45183 0.33869 -0.00430 -2.87 -0.49 1.83 0.182
C 0.83972 1.45168 0.28456 -0.47 0.86 -0.14 -0.161
H -2.34122 0.90339 -1.40794 -0.18 -0.87 2.33 0.407
H 3.41993 0.74037 0.02768 -1.53 -1.10 -1.23 0.412
H 3.08166 -0.90354 0.01963 -1.19 2.02 -1.33 0.404
H 0.09077 2.17168 0.64103 0.75 -0.76 -0.41 0.257
H 0.57051 -1.34731 1.32625 0.49 1.83 -2.81 0.411
H -3.39432 0.60469 0.06581 0.10 0.66 -0.48 0.424
H -0.92485 -0.89266 -1.10434 0.50 -0.66 -1.59 0.415
H -1.26473 -1.89045 0.30505 1.61 1.97 -1.47 0.464
```
Forces are in eV/Å.

Summary:
Net charge: +1
Frontier orbital gap (spin up / spin down) (eV): 7.62 / 8.88
Total energy (eV): -9639.3624


ORCA calculation (wB97M-V/def2-TZVPD) on a single C2H2N2O2 molecule.

XYZ file:
```
8
Properties=species:S:1:pos:R:3:forces:R:3:nbo_charge:R:1
O 1.78675 -0.09245 -0.06422 -1.65 3.43 0.88 -0.633
O -1.60520 -0.89471 0.03600 2.36 -4.73 -0.48 -0.107
N -0.20185 -1.26953 -0.00460 0.01 2.19 1.87 -0.204
N -1.78580 0.32150 -0.07808 2.44 6.12 1.11 -0.005
C -0.58237 0.95043 0.13327 1.95 1.17 -2.18 -0.189
C 0.45915 -0.08783 0.20180 -3.74 -2.75 -2.81 0.393
H 2.06004 -0.96651 0.01212 0.99 -2.69 0.15 0.495
H -0.13071 2.03910 -0.23629 -2.36 -2.73 1.46 0.251
```
Forces are in eV/Å.

Summary:
SMILES: Oc1cnon1
Frontier orbital gap (eV): 10.97
Total energy (eV): -9177.1447


ORCA calculation (wB97M-V/def2-TZVPD) on 2 unconnected molecules or ions with the total composition C10H18FNO3.

XYZ file:
```
33
Properties=species:S:1:pos:R:3:forces:R:3:nbo_charge:R:1
F -2.80839 -1.60215 -1.80126 0.75 0.32 0.25 -0.354
O 0.55349 -1.90076 0.57382 2.29 -0.35 0.51 -0.709
O 1.36164 -0.24985 -0.56160 2.70 0.79 0.13 -0.511
O -2.33034 -2.29995 0.24175 0.86 0.00 0.16 -0.656
N -2.68710 -0.07099 -0.17411 0.62 -1.19 -0.61 -0.457
C 2.77629 -0.49226 -0.12488 1.27 0.54 -1.04 0.246
C -2.81685 2.21161 -0.39585 0.01 -0.14 1.50 -0.407
C -2.72821 0.41128 1.20392 -1.63 -2.08 1.48 -0.210
C -2.46947 -1.36303 -0.49434 -2.03 0.35 0.34 1.008
C -3.34787 1.78219 1.01118 1.20 2.32 0.15 -0.415
C 2.99066 -0.21938 1.38954 -0.57 -0.13 -0.67 -0.643
C 3.55226 0.56438 -1.03256 -1.04 -0.42 4.20 -0.605
C -2.94305 0.93896 -1.17994 -0.04 1.07 -0.08 -0.213
C 3.47990 -1.79978 -0.51001 -1.53 -2.95 0.59 -0.645
C 0.33534 -0.87771 -0.20246 -2.91 -0.54 -0.63 0.413
H -3.07332 2.68402 1.73414 -0.89 -2.42 -0.98 0.229
H -3.28331 3.06932 -0.80338 -1.35 0.55 -0.59 0.214
H -3.49254 -0.28463 1.80927 1.66 1.39 -1.21 0.201
H -0.21354 -2.45534 0.59567 -1.38 -0.25 0.19 0.527
H 3.52905 -2.60047 0.36530 -0.06 1.76 -1.76 0.216
H 3.07177 -2.38004 -1.42040 0.39 1.22 1.34 0.234
H -2.29747 0.88819 -2.07175 -0.36 -0.27 0.48 0.230
H -1.84463 2.61800 -0.28669 1.58 -0.33 0.25 0.203
H 2.61932 0.77640 1.66924 -0.23 -0.38 -0.01 0.217
H 4.06479 -0.16992 1.54642 0.18 -0.24 0.10 0.217
H 4.60003 0.42332 -0.93856 0.95 0.18 0.51 0.197
H -4.00149 0.98967 -1.41025 -0.27 -0.83 -0.84 0.187
H 3.23031 1.49662 -0.64027 0.12 1.28 0.12 0.206
H 3.36389 0.55168 -2.02393 -1.20 -0.55 -3.22 0.216
H -1.78814 0.30071 1.74693 0.24 0.34 -0.37 0.211
H 2.54725 -1.04027 2.00780 0.35 0.87 -0.51 0.235
H -4.39970 1.52224 0.94789 -0.40 0.93 0.16 0.207
H 4.44942 -1.42206 -0.77064 0.73 -0.83 0.07 0.211
```
Forces are in eV/Å.

Summary:
Frontier orbital gap (eV): 9.03
Total energy (eV): -21009.4504


ORCA calculation (wB97M-V/def2-TZVPD) on 3 unconnected molecules or ions with the total composition CH8NO3.

XYZ file:
```
13
Properties=species:S:1:pos:R:3:forces:R:3:nbo_charge:R:1
O -0.08157 -0.31518 -0.19044 -0.86 0.58 0.45 -0.942
O 1.29392 -2.33461 0.27853 -0.04 -0.07 0.95 -1.029
O 1.70051 1.51628 -0.29292 -0.16 0.07 0.15 -1.037
N -1.93706 1.15587 -0.15568 0.07 0.98 0.59 -0.880
C -1.32645 -0.08094 0.35176 1.16 -0.97 -0.17 0.114
H 0.89017 0.87606 -0.17316 0.43 0.00 -0.25 0.506
H 0.71554 -1.54261 0.57127 0.68 -0.77 -1.30 0.510
H -1.26489 -0.05726 1.45991 -0.21 0.64 0.05 0.093
H -1.47413 1.39539 -1.03168 -0.17 -0.74 -0.27 0.349
H -1.51212 1.88509 0.41904 -0.38 0.04 0.21 0.327
H -1.99521 -0.94688 0.20232 -0.24 0.15 -0.55 0.100
H 1.36614 2.41677 -0.32434 -0.11 -0.13 0.01 0.430
H 1.41244 -2.13684 -0.65494 -0.19 0.19 0.15 0.459
```
Forces are in eV/Å.

Summary:
Net charge: -1
Frontier orbital gap (eV): 8.29
Total energy (eV): -8799.9968